Record 1
DFT (the ωB97M-V functional and the def2-TZVPD basis) results for an isolated molecule of C3H6F4N2.

```
! RIJCOSX wB97M-V def2-TZVPD def2/J DEFGRID3
* xyz 0 1
F 0.13289 3.43407 -1.29704
N 0.62394 2.34135 -0.50958
F 1.84526 2.67410 0.14213
C -0.41464 1.71213 0.35872
C 0.07605 0.49934 1.21383
C 0.77419 -0.55855 0.36299
N 1.29050 -1.67441 1.17570
F 2.29246 -1.40376 2.10340
F 1.60164 -2.88796 0.44239
H -0.79785 2.48500 1.03014
H -1.26932 1.38050 -0.24791
H 0.77375 0.86394 1.96913
H -0.74531 0.10952 1.79442
H 0.12631 -0.92573 -0.44657
H 1.62779 -0.11189 -0.15408
*
```

As for the SMILES: FN(F)CCCN(F)F. The HOMO-LUMO gap comes out at 10.5142 eV. The calculation puts the energy above the lowest of the compared OMol25 structures with the same formula, charge and spin at 5.542 eV.

Record 2
DFT (the ωB97M-V functional and the def2-TZVPD basis) results for a cluster of 2 separate species, C3H6FIO in total.

```
! RIJCOSX wB97M-V def2-TZVPD def2/J DEFGRID3
* xyz 0 1
C -0.97002 0.02334 -0.24587
C 0.49745 -0.46585 -0.38279
C 1.55857 0.27483 0.32961
O 1.33433 0.72804 1.57200
F 1.56678 1.98902 -0.65233
I 3.60738 -0.18572 -0.03117
H -1.48910 0.59641 -1.02024
H -1.61024 -0.90237 -0.48811
H -1.16511 0.32488 0.85750
H 0.51182 -1.44178 0.07710
H 0.84053 -0.27746 -1.49029
H 1.92008 1.48172 1.76911
*
```

The HOMO-LUMO gap comes out at 9.9326 eV. The calculation puts the energy above the lowest of the compared OMol25 structures with the same formula, charge and spin at 1.825 eV.

| no. | molar mass (g mol⁻¹) |
| --- | --- |
| 1 | 146.087 |
| 2 | 203.982 |